A cluster of 9 separate species, C50H126N8O17 in total in a non-equilibrium geometry. Source: the Open Molecules 2025 dataset; level of theory: ωB97M-V/def2-TZVPD.

```
201
Properties=species:S:1:pos:R:3:lowdin_charge:R:1
H 3.852 -6.028 -3.290 0.104
H -0.555 -0.037 -4.588 0.119
C -3.170 7.239 5.753 -0.091
H -1.484 -1.556 5.048 0.115
O -4.206 0.128 -4.114 -0.180
C -4.856 -3.052 2.473 -0.114
C -0.737 -8.399 0.043 -0.185
H 4.007 -6.803 -1.696 0.058
H 5.493 1.182 2.334 0.089
C -3.713 3.176 1.370 -0.180
C 0.362 -2.912 3.790 -0.228
H 0.963 3.258 4.199 0.122
N -0.304 4.209 6.389 -0.046
H 1.820 1.744 4.946 0.138
C -3.324 -2.143 4.042 -0.198
H 4.458 -1.427 1.491 0.135
C -2.710 -5.167 0.446 -0.190
H 0.180 -0.499 -9.045 0.075
H 4.560 3.957 -2.029 0.112
H -0.825 -8.651 -1.040 0.125
H 0.699 4.882 -2.703 0.093
C -3.341 5.304 0.132 -0.216
C 1.077 -3.277 2.558 -0.277
H 1.688 3.808 6.597 0.111
N 2.916 -2.031 -0.558 -0.040
H 5.692 5.717 -2.751 0.104
N 2.921 4.250 0.197 -0.044
H -1.372 0.733 3.478 0.084
H -1.029 1.448 -0.206 0.071
H 2.917 -3.883 -3.486 0.137
H -2.742 4.138 3.190 0.121
O -3.732 -3.359 3.301 -0.224
C 4.100 -5.852 -2.211 -0.109
C 6.173 5.970 -1.748 -0.111
C -0.335 -1.189 -8.405 -0.083
H 0.538 -1.901 4.092 0.099
H 0.525 7.393 1.219 0.090
H 6.667 -0.243 2.398 0.069
H 1.393 2.907 -1.583 0.113
O 0.645 -0.409 -0.725 -0.139
O 5.518 5.271 -0.715 -0.181
H -1.752 5.866 -1.235 0.114
O 5.716 -0.003 0.583 -0.204
C -1.978 -2.444 4.627 -0.190
C -2.644 4.745 -3.376 -0.082
H 0.279 -0.873 1.229 0.083
C 0.872 4.795 1.356 -0.213
H 2.725 -4.791 1.238 0.088
H -3.216 -1.357 3.270 0.110
C -2.854 -1.974 -3.888 -0.195
C 0.583 -5.793 -3.105 -0.128
H -1.530 0.873 1.372 0.051
H -1.224 -1.548 -8.983 0.102
N -2.814 3.967 0.515 -0.051
H 0.817 -9.805 0.553 0.091
C -0.947 6.613 6.322 -0.280
H 3.679 0.142 0.923 0.121
C 0.559 6.906 2.208 -0.139
H 7.119 1.240 1.563 0.101
C -3.735 -1.058 -4.770 -0.194
H -0.462 -6.421 -0.175 0.073
H 0.913 7.621 2.983 0.102
O -0.246 1.717 4.783 -0.197
O -1.813 -4.355 -0.325 -0.221
C 0.624 -8.788 0.656 -0.129
H 3.079 -2.796 0.140 0.110
O 0.814 -5.160 -4.317 -0.184
C -0.498 1.368 3.402 -0.072
H 6.037 7.039 -1.515 0.087
H 0.785 4.547 -4.424 0.060
O -0.675 -0.597 -7.149 -0.212
N -2.230 -2.959 -4.795 -0.032
H -1.886 -2.741 0.862 0.086
H -0.049 4.336 1.753 0.106
H -0.202 2.649 -3.569 0.104
H 1.396 -6.489 -2.915 0.087
C 0.609 1.920 -3.362 -0.226
H 1.160 -0.867 -6.278 0.148
C 2.504 -2.608 -1.890 -0.169
H -4.074 -1.818 4.810 0.134
H 5.131 -5.523 -2.227 0.082
C 3.110 -8.468 0.349 -0.095
H 0.709 -3.451 4.706 0.139
H 1.445 -2.974 -1.827 0.121
C 3.346 -3.699 -2.461 -0.232
C 0.808 3.200 6.336 -0.167
H -4.565 -1.624 -5.213 0.125
H -2.886 5.741 -3.788 0.088
O 2.289 3.629 -3.405 -0.180
O -3.228 4.695 -2.080 -0.219
C -2.397 -6.581 0.028 -0.219
H -1.100 -2.509 -0.695 0.059
C 5.068 4.004 -1.049 -0.259
H -5.718 -2.692 3.049 0.085
C -0.049 5.542 5.783 -0.197
H 0.384 -5.130 -2.250 0.082
H 3.818 -8.392 -0.501 0.078
N -1.063 -2.932 3.537 -0.037
C 1.675 -5.111 1.298 -0.083
H 7.268 5.748 -1.807 0.091
H -3.119 -0.697 -5.585 0.106
H -1.096 -5.494 -5.193 0.132
H -1.522 4.799 -3.306 0.074
C 4.101 3.420 -0.055 -0.196
H 1.586 -6.149 1.337 0.042
H -0.249 5.614 4.678 0.112
H -3.250 7.900 6.608 0.082
H 2.137 -2.974 2.592 0.125
H -3.090 4.012 -3.993 0.077
O -3.863 2.494 3.643 -0.258
H -4.475 -2.222 1.792 0.101
H 3.234 5.146 0.527 0.107
H 3.422 -7.827 1.109 0.058
C -0.370 -4.692 -4.924 -0.218
C 1.752 2.625 -2.616 -0.251
H 1.521 2.046 -5.104 0.122
H -3.670 1.689 5.513 0.090
H -1.853 -2.423 -5.560 0.082
C 6.255 0.550 1.806 -0.089
H -3.421 -2.359 -3.109 0.078
H 2.528 -1.844 -2.647 0.120
H -5.240 -0.816 -2.581 0.082
H 0.879 0.662 -7.203 0.125
H 0.021 -4.255 -5.844 0.118
H -0.749 7.611 5.835 0.131
H -0.314 -2.935 -3.834 0.139
H 1.492 2.885 0.537 0.076
H 4.385 -3.437 -2.492 0.109
H 0.711 -8.352 1.623 0.107
C -1.149 -3.649 -4.108 -0.215
C 4.193 -1.284 -0.595 -0.199
N -1.055 -6.995 0.396 -0.037
H -2.808 -2.665 -0.788 0.080
H -2.117 -1.327 -3.394 0.111
O 1.412 5.807 2.215 -0.184
C -1.936 -2.954 -0.216 -0.094
H -4.528 4.310 3.309 0.134
H 5.035 -1.909 -0.821 0.118
H 5.912 3.329 -1.241 0.128
O 1.010 -4.648 2.462 -0.167
H 1.547 -0.862 -0.567 0.052
H 0.605 -2.866 1.647 0.110
H -2.835 3.436 -0.397 0.115
H -5.165 -3.885 1.890 0.059
H -2.139 -3.088 5.484 0.111
C -2.833 5.761 -1.188 -0.210
H -2.636 -6.647 -1.016 0.107
H 4.582 3.166 0.906 0.113
H -3.059 -7.331 0.534 0.133
C -1.147 0.539 0.371 -0.057
H -0.459 6.519 2.394 0.077
H -3.729 -4.869 0.261 0.107
H -2.898 3.395 5.281 0.082
N 1.056 1.288 -4.582 -0.052
H -3.347 2.189 1.344 0.081
H -4.070 6.682 5.396 0.098
H -1.206 3.786 6.183 0.071
H -2.494 -4.972 1.508 0.117
C 4.451 -0.615 0.718 -0.243
H 0.844 0.867 0.936 0.087
H -2.887 7.891 4.907 0.083
O 1.770 -8.108 -0.070 -0.238
C -3.779 2.680 5.073 -0.067
H 0.563 5.191 0.421 0.098
H -4.453 5.298 0.040 0.134
H -1.576 -4.176 -3.322 0.086
H -1.295 -3.927 3.340 0.117
H -0.800 2.169 2.802 0.054
H 3.824 2.440 -0.516 0.112
H 2.053 5.488 -3.713 0.079
C 0.388 -0.043 -6.504 -0.301
H 2.527 1.887 -2.345 0.117
C -5.389 -0.113 -3.413 -0.137
H -1.003 6.764 7.409 0.129
H -1.492 -9.032 0.530 0.115
H 4.200 -0.490 -1.260 0.102
H -6.145 -0.526 -4.007 0.060
C 0.909 2.433 4.983 -0.261
H 0.403 0.919 3.007 0.077
H -4.634 3.305 5.341 0.078
C -3.707 3.656 2.843 -0.199
H 0.521 2.433 7.103 0.120
H -0.285 -6.430 -3.208 0.085
H -4.685 3.136 0.961 0.101
H -3.364 6.699 -1.398 0.129
H 2.304 3.316 2.012 0.114
O -2.212 6.211 5.985 -0.230
C 1.901 3.708 1.075 -0.202
H -5.792 0.806 -2.892 0.107
H 0.245 1.119 -2.673 0.112
C -0.068 0.687 -5.281 -0.216
H -2.977 5.989 0.864 0.102
H -1.705 -0.250 -0.081 0.057
H 3.191 -9.456 0.725 0.069
H 1.161 -4.699 0.385 0.099
H 0.257 -2.076 -8.174 0.083
C 0.256 -0.011 0.594 -0.316
O 3.297 -4.852 -1.622 -0.193
H 0.962 5.886 5.989 0.118
H -0.837 1.426 -5.669 0.144
C 1.364 4.702 -3.573 -0.085
```

The SMILES is COCCNCCOC.COCCNCCOC.COCCNCCOC.COCCNCCOC.COCCNCCOC.COCCNCCOC.COCCNCCOC.COCCNCCOC.CCO. Its energy relative to the best compared isomer or geometry (same formula, charge and spin) is 0.742 eV. The value obtained for the maximum force is 0.07231 Eh/bohr. For the frontier orbital gap, the calculation gives 9.00 eV.